Formula: C96H220Cl2N12O10
Source: OMol25
Level of theory: ωB97M-V/def2-TZVPD

Last columns: bonded neighbours and bond lengths (Å).
Geometry (Å):
1 C -4.26 -3.56 0.63  O2 1.448, H12 1.083, H13 1.085, H14 1.087
2 O -3.79 -4.81 1.20  C1 1.448, C3 1.438
3 C -3.42 -4.69 2.58  O2 1.438, C4 1.485, H15 1.080, H16 1.084
4 C -3.61 -6.03 3.18  C3 1.485, N5 1.494, H17 1.095, H18 1.087
5 N -5.01 -6.52 2.97  C4 1.494, H6 1.026, H7 1.015, C8 1.501
6 H -5.15 -6.84 2.01  N5 1.026
7 H -5.11 -7.35 3.53  N5 1.015
8 C -6.07 -5.59 3.47  N5 1.501, C9 1.545, H19 1.084, H20 1.087
9 C -7.04 -6.33 4.43  C8 1.545, O10 1.423, H21 1.088, H22 1.086
10 O -7.14 -7.59 3.78  C9 1.423, C11 1.448
11 C -8.00 -8.54 4.46  O10 1.448, H23 1.099, H24 1.085, H25 1.082
12 H -3.49 -2.82 0.81  C1 1.083
13 H -5.12 -3.21 1.18  C1 1.085
14 H -4.47 -3.81 -0.41  C1 1.087
15 H -4.11 -3.98 3.04  C3 1.080
16 H -2.37 -4.42 2.60  C3 1.084
17 H -3.23 -6.16 4.20  C4 1.095
18 H -3.01 -6.79 2.66  C4 1.087
19 H -6.58 -5.19 2.60  C8 1.084
20 H -5.51 -4.84 4.03  C8 1.087
21 H -8.02 -5.86 4.36  C9 1.088
22 H -6.61 -6.48 5.41  C9 1.086
23 H -9.07 -8.34 4.32  C11 1.099
24 H -7.81 -8.51 5.53  C11 1.085
25 H -7.78 -9.47 3.94  C11 1.082
26 C -1.91 3.72 -0.79  O27 1.406, H37 1.097, H38 1.093, H39 1.071
27 O -2.15 3.52 -2.16  C26 1.406, C28 1.428
28 C -3.33 4.21 -2.58  O27 1.428, C29 1.529, H40 1.088, H41 1.095
29 C -3.68 3.75 -3.99  C28 1.529, N30 1.510, H42 1.085, H43 1.103
30 N -2.58 4.26 -4.89  C29 1.510, H31 1.021, H32 1.013, C33 1.612
31 H -2.62 5.28 -4.99  N30 1.021
32 H -1.66 3.96 -4.60  N30 1.013
33 C -2.73 3.64 -6.38  N30 1.612, C34 1.545, H44 1.072, H45 1.110
34 C -2.66 2.10 -6.28  C33 1.545, O35 1.421, H46 1.106, H47 1.094
35 O -1.58 1.85 -5.39  C34 1.421, C36 1.467
36 C -1.25 0.42 -5.34  O35 1.467, H48 1.082, H49 1.082, H50 1.083
37 H -2.76 3.40 -0.18  C26 1.097
38 H -1.80 4.79 -0.62  C26 1.093
39 H -1.13 3.03 -0.55  C26 1.071
40 H -3.13 5.28 -2.60  C28 1.088
41 H -4.08 3.92 -1.84  C28 1.095
42 H -4.67 4.01 -4.35  C29 1.085
43 H -3.53 2.66 -4.09  C29 1.103
44 H -2.02 4.14 -7.01  C33 1.072
45 H -3.71 3.97 -6.78  C33 1.110
46 H -2.50 1.73 -7.31  C34 1.106
47 H -3.60 1.62 -6.01  C34 1.094
48 H -2.12 -0.15 -5.04  C36 1.082
49 H -0.40 0.26 -4.69  C36 1.082
50 H -0.96 0.10 -6.33  C36 1.083
51 C 9.11 5.00 1.23  O52 1.452, H62 1.086, H63 1.109, H64 1.079
52 O 8.92 3.83 2.06  C51 1.452, C53 1.424
53 C 9.84 3.70 3.14  O52 1.424, C54 1.489, H65 1.094, H66 1.094
54 C 9.87 2.25 3.50  C53 1.489, N55 1.554, H67 1.091, H68 1.068
55 N 8.41 1.73 3.40  C54 1.554, H56 1.036, H57 1.030, C58 1.510
56 H 7.92 1.92 4.29  N55 1.036
57 H 7.97 2.31 2.66  N55 1.030
58 C 8.22 0.32 2.91  N55 1.510, C59 1.492, H69 1.084, H70 1.085
59 C 6.76 0.00 2.78  C58 1.492, O60 1.453, H71 1.106, H72 1.092
60 O 6.24 0.86 1.73  C59 1.453, C61 1.457
61 C 4.91 1.37 2.02  O60 1.457, H73 1.094, H74 1.089, H75 1.093
62 H 10.16 5.06 0.96  C51 1.086
63 H 8.81 5.89 1.83  C51 1.109
64 H 8.50 4.83 0.36  C51 1.079
65 H 9.44 4.17 4.04  C53 1.094
66 H 10.85 4.06 2.97  C53 1.094
67 H 10.19 2.19 4.54  C54 1.091
68 H 10.47 1.65 2.86  C54 1.068
69 H 8.73 -0.40 3.54  C58 1.084
70 H 8.70 0.23 1.94  C58 1.085
71 H 6.32 0.23 3.77  C59 1.106
72 H 6.54 -1.03 2.52  C59 1.092
73 H 4.19 0.56 2.15  C61 1.094
74 H 4.61 1.89 1.11  C61 1.089
75 H 4.90 2.08 2.86  C61 1.093
76 C 1.43 -8.71 -2.20  O77 1.485, H87 1.060, H88 1.070, H89 1.090
77 O 0.24 -7.90 -1.83  C76 1.485, C78 1.426
78 C 0.38 -6.93 -0.80  O77 1.426, C79 1.509, H90 1.090, H91 1.092
79 C -1.05 -6.62 -0.43  C78 1.509, N80 1.532, H92 1.090, H93 1.087
80 N -1.81 -6.46 -1.76  C79 1.532, H81 1.015, H82 1.006, C83 1.533
81 H -1.48 -7.14 -2.44  N80 1.015
82 H -2.80 -6.61 -1.69  N80 1.006
83 C -1.44 -5.11 -2.39  N80 1.533, C84 1.497, H94 1.091, H95 1.081
84 C -2.67 -4.71 -3.15  C83 1.497, O85 1.427, H96 1.083, H97 1.082
85 O -3.02 -5.88 -3.87  C84 1.427, C86 1.466
86 C -3.89 -5.63 -5.03  O85 1.466, H98 1.077, H99 1.102, H100 1.083
87 H 1.58 -9.39 -1.40  C76 1.060
88 H 2.14 -8.00 -2.57  C76 1.070
89 H 1.06 -9.35 -3.01  C76 1.090
90 H 0.92 -6.02 -1.06  C78 1.090
91 H 0.88 -7.38 0.06  C78 1.092
92 H -1.12 -5.66 0.08  C79 1.090
93 H -1.46 -7.48 0.10  C79 1.087
94 H -0.55 -5.33 -2.98  C83 1.091
95 H -1.31 -4.45 -1.55  C83 1.081
96 H -2.45 -3.90 -3.83  C84 1.083
97 H -3.44 -4.39 -2.45  C84 1.082
98 H -3.77 -6.47 -5.69  C86 1.077
99 H -3.51 -4.73 -5.55  C86 1.102
100 H -4.91 -5.47 -4.71  C86 1.083
101 C 1.99 -3.70 0.26  C102 1.520, H112 1.095, H113 1.084, H114 1.087
102 C 1.76 -2.24 0.64  C101 1.520, C103 1.567, N107 1.511, C111 1.514
103 C 2.69 -1.24 -0.13  C102 1.567, C104 1.538, H115 1.090, H116 1.088
104 C 2.20 0.22 -0.20  C103 1.538, C105 1.549, H117 1.084, H118 1.090
105 C 0.82 0.25 -0.89  C104 1.549, C106 1.568, H119 1.087, H120 1.100
106 C -0.27 -0.55 -0.10  C105 1.568, N107 1.448, C109 1.487, C110 1.503
107 N 0.36 -1.79 0.29  C102 1.511, C106 1.448, O108 1.318
108 O -0.47 -2.81 0.23  N107 1.318
109 C -1.47 -0.71 -0.97  C106 1.487, H121 1.083, H122 1.107, H123 1.079
110 C -0.58 0.20 1.17  C106 1.503, H124 1.094, H125 1.084, H126 1.095
111 C 1.96 -2.05 2.13  C102 1.514, H127 1.094, H128 1.103, H129 1.087
112 H 1.35 -4.36 0.85  C101 1.095
113 H 3.05 -3.84 0.41  C101 1.084
114 H 1.74 -3.76 -0.79  C101 1.087
115 H 2.91 -1.59 -1.14  C103 1.090
116 H 3.62 -1.20 0.43  C103 1.088
117 H 2.97 0.65 -0.84  C104 1.084
118 H 2.16 0.66 0.79  C104 1.090
119 H 0.80 -0.06 -1.93  C105 1.087
120 H 0.45 1.28 -0.95  C105 1.100
121 H -2.28 -1.11 -0.37  C109 1.083
122 H -1.24 -1.33 -1.86  C109 1.107
123 H -1.85 0.25 -1.27  C109 1.079
124 H 0.28 0.49 1.78  C110 1.094
125 H -1.25 -0.38 1.79  C110 1.084
126 H -1.03 1.14 0.85  C110 1.095
127 H 1.30 -2.74 2.65  C111 1.094
128 H 1.80 -0.99 2.41  C111 1.103
129 H 2.97 -2.36 2.38  C111 1.087
130 C -4.29 7.58 3.70  C131 1.525, H141 1.083, H142 1.101, H143 1.088
131 C -3.14 6.62 3.43  C130 1.525, C132 1.539, N136 1.438, C140 1.538
132 C -1.83 7.07 4.11  C131 1.539, C133 1.521, H144 1.079, H145 1.098
133 C -0.72 6.05 4.28  C132 1.521, C134 1.524, H146 1.096, H147 1.095
134 C -1.26 4.91 5.12  C133 1.524, C135 1.547, H148 1.083, H149 1.063
135 C -2.47 4.23 4.44  C134 1.547, N136 1.471, C138 1.543, C139 1.550
136 N -3.34 5.28 3.91  C131 1.438, C135 1.471, O137 1.350
137 O -4.62 4.84 3.85  N136 1.350
138 C -3.19 3.37 5.51  C135 1.543, H150 1.094, H151 1.094, H152 1.092
139 C -2.01 3.40 3.22  C135 1.550, H153 1.076, H154 1.092, H155 1.080
140 C -2.83 6.32 1.96  C131 1.538, H156 1.089, H157 1.081, H158 1.074
141 H -4.03 8.62 3.52  C130 1.083
142 H -4.63 7.48 4.74  C130 1.101
143 H -5.08 7.40 2.97  C130 1.088
144 H -2.06 7.53 5.06  C132 1.079
145 H -1.64 7.96 3.49  C132 1.098
146 H 0.05 6.47 4.94  C133 1.096
147 H -0.21 5.79 3.34  C133 1.095
148 H -1.54 5.25 6.11  C134 1.083
149 H -0.46 4.22 5.12  C134 1.063
150 H -2.43 2.69 5.91  C138 1.094
151 H -3.98 2.77 5.05  C138 1.094
152 H -3.54 3.96 6.36  C138 1.092
153 H -1.82 2.39 3.56  C139 1.076
154 H -1.25 3.90 2.62  C139 1.092
155 H -2.84 3.32 2.54  C139 1.080
156 H -3.62 5.79 1.43  C140 1.089
157 H -1.88 5.79 1.91  C140 1.081
158 H -2.84 7.26 1.44  C140 1.074
159 C 5.28 -2.66 8.61  C160 1.559, H169 1.080, H170 1.083, H171 1.088
160 C 5.44 -2.24 7.12  C159 1.559, C161 1.543, H172 1.095, H173 1.073
161 C 5.21 -0.72 6.98  C160 1.543, C162 1.515, H174 1.102, H175 1.091
162 C 3.72 -0.44 7.06  C161 1.515, N163 1.502, H176 1.083, H177 1.082
163 N 3.27 0.99 7.19  C162 1.502, C164 1.543, C167 1.477, C168 1.502
164 C 1.73 1.05 7.17  N163 1.543, C165 1.527, H178 1.093, H179 1.075
165 C 1.41 0.75 5.71  C164 1.527, C166 1.533, H180 1.080, H181 1.093
166 C 2.59 1.34 4.93  C165 1.533, C167 1.569, H182 1.095, H183 1.074
167 C 3.60 1.83 6.03  N163 1.477, C166 1.569, H184 1.081, H185 1.077
168 C 3.72 1.49 8.54  N163 1.502, H186 1.100, H187 1.073, H188 1.080
169 H 5.85 -2.01 9.25  C159 1.080
170 H 5.60 -3.68 8.79  C159 1.083
171 H 4.21 -2.61 8.80  C159 1.088
172 H 4.76 -2.78 6.44  C160 1.095
173 H 6.47 -2.36 6.85  C160 1.073
174 H 5.54 -0.33 6.00  C161 1.102
175 H 5.70 -0.20 7.80  C161 1.091
176 H 3.28 -0.93 7.92  C162 1.083
177 H 3.28 -0.82 6.14  C162 1.082
178 H 1.44 2.03 7.56  C164 1.093
179 H 1.30 0.31 7.81  C164 1.075
180 H 0.47 1.14 5.34  C165 1.080
181 H 1.38 -0.32 5.51  C165 1.093
182 H 2.28 2.12 4.23  C166 1.095
183 H 2.99 0.51 4.37  C166 1.074
184 H 3.25 2.81 6.33  C167 1.081
185 H 4.65 1.69 5.85  C167 1.077
186 H 4.82 1.56 8.58  C168 1.100
187 H 3.33 0.82 9.28  C168 1.073
188 H 3.34 2.47 8.73  C168 1.080
189 C -4.72 -0.28 -3.01  C190 1.526, H199 1.091, H200 1.093, H201 1.093
190 C -4.95 0.44 -1.68  C189 1.526, C191 1.526, H202 1.108, H203 1.095
191 C -6.43 0.66 -1.38  C190 1.526, C192 1.530, H204 1.101, H205 1.110
192 C -6.95 1.74 -2.33  C191 1.530, N193 1.489, H206 1.068, H207 1.084
193 N -8.37 2.18 -2.21  C192 1.489, C194 1.510, C197 1.529, C198 1.510
194 C -9.40 1.12 -2.55  N193 1.510, C195 1.513, H208 1.093, H209 1.086
195 C -10.68 1.90 -2.73  C194 1.513, C196 1.552, H210 1.096, H211 1.087
196 C -10.24 3.31 -3.20  C195 1.552, C197 1.557, H212 1.060, H213 1.072
197 C -8.69 3.22 -3.27  N193 1.529, C196 1.557, H214 1.070, H215 1.092
198 C -8.66 2.70 -0.82  N193 1.510, H216 1.066, H217 1.082, H218 1.086
199 H -5.15 -1.29 -2.96  C189 1.091
200 H -3.67 -0.40 -3.29  C189 1.093
201 H -5.17 0.24 -3.85  C189 1.093
202 H -4.37 1.38 -1.66  C190 1.108
203 H -4.51 -0.17 -0.88  C190 1.095
204 H -6.61 0.99 -0.35  C191 1.101
205 H -6.95 -0.31 -1.49  C191 1.110
206 H -6.84 1.46 -3.35  C192 1.068
207 H -6.37 2.66 -2.33  C192 1.084
208 H -9.49 0.37 -1.77  C194 1.093
209 H -9.04 0.73 -3.50  C194 1.086
210 H -11.26 1.92 -1.79  C195 1.096
211 H -11.33 1.45 -3.49  C195 1.087
212 H -10.66 4.06 -2.58  C196 1.060
213 H -10.62 3.62 -4.15  C196 1.072
214 H -8.18 4.13 -3.04  C197 1.070
215 H -8.36 2.78 -4.21  C197 1.092
216 H -8.40 1.86 -0.21  C198 1.066
217 H -9.71 2.94 -0.79  C198 1.082
218 H -8.10 3.61 -0.63  C198 1.086
219 C -3.05 -0.56 4.49  C220 1.516, H229 1.091, H230 1.092, H231 1.092
220 C -4.22 -0.53 3.52  C219 1.516, C221 1.542, H232 1.113, H233 1.085
221 C -5.53 -0.17 4.24  C220 1.542, C222 1.501, H234 1.082, H235 1.108
222 C -6.61 0.02 3.21  C221 1.501, N223 1.493, H236 1.098, H237 1.097
223 N -8.00 0.31 3.66  C222 1.493, C224 1.532, C227 1.503, C228 1.567
224 C -8.63 -0.82 4.47  N223 1.532, C225 1.509, H238 1.092, H239 1.085
225 C -10.11 -0.50 4.39  C224 1.509, C226 1.549, H240 1.090, H241 1.085
226 C -10.35 0.18 3.01  C225 1.549, C227 1.531, H242 1.088, H243 1.086
227 C -8.92 0.28 2.47  N223 1.503, C226 1.531, H244 1.086, H245 1.096
228 C -7.99 1.66 4.46  N223 1.567, H246 1.097, H247 1.082, H248 1.066
229 H -2.11 -0.77 3.98  C219 1.091
230 H -3.23 -1.35 5.22  C219 1.092
231 H -3.03 0.37 5.06  C219 1.092
232 H -4.34 -1.53 3.05  C220 1.113
233 H -4.08 0.23 2.76  C220 1.085
234 H -5.39 0.73 4.81  C221 1.082
235 H -5.79 -0.99 4.94  C221 1.108
236 H -6.71 -0.91 2.63  C222 1.098
237 H -6.39 0.91 2.61  C222 1.097
238 H -8.21 -0.96 5.47  C224 1.092
239 H -8.41 -1.68 3.85  C224 1.085
240 H -10.40 0.13 5.23  C225 1.090
241 H -10.71 -1.39 4.51  C225 1.085
242 H -10.80 1.16 3.15  C226 1.088
243 H -10.99 -0.41 2.37  C226 1.086
244 H -8.70 1.17 1.88  C227 1.086
245 H -8.66 -0.62 1.89  C227 1.096
246 H -7.77 2.44 3.72  C228 1.097
247 H -7.18 1.60 5.18  C228 1.082
248 H -8.96 1.78 4.90  C228 1.066
249 C 10.60 -4.91 -5.54  C250 1.487, H259 1.089, H260 1.101, H261 1.085
250 C 9.84 -5.78 -4.60  C249 1.487, C251 1.561, H262 1.101, H263 1.093
251 C 8.31 -5.50 -4.72  C250 1.561, C252 1.498, H264 1.098, H265 1.086
252 C 7.55 -6.25 -3.67  C251 1.498, N253 1.510, H266 1.090, H267 1.092
253 N 6.06 -6.02 -3.66  C252 1.510, C254 1.518, C257 1.575, C258 1.536
254 C 5.68 -4.56 -3.56  N253 1.518, C255 1.512, H268 1.078, H269 1.087
255 C 4.40 -4.49 -2.76  C254 1.512, C256 1.536, H270 1.089, H271 1.079
256 C 4.74 -5.50 -1.65  C255 1.536, C257 1.549, H272 1.092, H273 1.104
257 C 5.41 -6.69 -2.39  N253 1.575, C256 1.549, H274 1.090, H275 1.080
258 C 5.48 -6.51 -5.00  N253 1.536, H276 1.072, H277 1.083, H278 1.087
259 H 11.64 -4.84 -5.23  C249 1.089
260 H 10.19 -3.89 -5.55  C249 1.101
261 H 10.56 -5.27 -6.56  C249 1.085
262 H 10.18 -5.61 -3.57  C250 1.101
263 H 10.11 -6.81 -4.88  C250 1.093
264 H 7.97 -5.83 -5.71  C251 1.098
265 H 8.07 -4.46 -4.51  C251 1.086
266 H 7.93 -5.89 -2.71  C252 1.090
267 H 7.72 -7.33 -3.77  C252 1.092
268 H 5.74 -4.15 -4.55  C254 1.078
269 H 6.43 -4.06 -2.94  C254 1.087
270 H 3.54 -4.74 -3.37  C255 1.089
271 H 4.11 -3.55 -2.31  C255 1.079
272 H 3.92 -5.87 -1.03  C256 1.092
273 H 5.41 -5.00 -0.92  C256 1.104
274 H 4.70 -7.45 -2.70  C257 1.090
275 H 6.23 -7.11 -1.83  C257 1.080
276 H 5.61 -7.56 -5.14  C258 1.072
277 H 6.12 -6.04 -5.74  C258 1.083
278 H 4.41 -6.37 -5.09  C258 1.087
279 C 6.29 0.20 -1.87  C280 1.510, H289 1.083, H290 1.088, H291 1.116
280 C 6.26 0.38 -3.37  C279 1.510, C281 1.505, H292 1.090, H293 1.087
281 C 5.13 -0.37 -4.02  C280 1.505, C282 1.531, H294 1.094, H295 1.086
282 C 5.28 -0.24 -5.54  C281 1.531, N283 1.468, H296 1.097, H297 1.096
283 N 4.05 -0.60 -6.26  C282 1.468, C284 1.538, C287 1.589, C288 1.545
284 C 4.21 -0.35 -7.77  N283 1.538, C285 1.541, H298 1.068, H299 1.095
285 C 2.76 -0.19 -8.28  C284 1.541, C286 1.552, H300 1.080, H301 1.083
286 C 1.81 0.12 -7.09  C285 1.552, C287 1.543, H302 1.081, H303 1.081
287 C 2.83 0.37 -5.96  N283 1.589, C286 1.543, H304 1.091, H305 1.106
288 C 3.65 -2.06 -5.97  N283 1.545, H306 1.093, H307 1.093, H308 1.084
289 H 7.17 0.60 -1.37  C279 1.083
290 H 6.17 -0.84 -1.59  C279 1.088
291 H 5.44 0.78 -1.45  C279 1.116
292 H 7.19 0.04 -3.81  C280 1.090
293 H 6.25 1.42 -3.67  C280 1.087
294 H 4.21 0.02 -3.57  C281 1.094
295 H 5.14 -1.43 -3.76  C281 1.086
296 H 6.08 -0.88 -5.94  C282 1.097
297 H 5.52 0.77 -5.89  C282 1.096
298 H 4.79 -1.11 -8.24  C284 1.068
299 H 4.71 0.63 -7.83  C284 1.095
300 H 2.42 -1.01 -8.89  C285 1.080
301 H 2.75 0.67 -8.94  C285 1.083
302 H 1.18 -0.70 -6.77  C286 1.081
303 H 1.32 1.06 -7.33  C286 1.081
304 H 2.48 0.19 -4.94  C287 1.091
305 H 3.26 1.39 -5.99  C287 1.106
306 H 2.95 -2.37 -6.76  C288 1.093
307 H 3.10 -2.09 -5.03  C288 1.093
308 H 4.51 -2.71 -6.03  C288 1.084
309 C 4.63 9.71 -1.41  C310 1.520, H319 1.090, H320 1.074, H321 1.091
310 C 4.53 8.20 -1.43  C309 1.520, C311 1.518, H322 1.089, H323 1.090
311 C 3.16 7.69 -1.87  C310 1.518, C312 1.549, H324 1.091, H325 1.084
312 C 3.23 6.14 -1.81  C311 1.549, N313 1.494, H326 1.094, H327 1.094
313 N 2.10 5.46 -2.51  C312 1.494, C314 1.471, C317 1.522, C318 1.468
314 C 2.22 4.00 -2.31  N313 1.471, C315 1.574, H328 1.088, H329 1.092
315 C 1.30 3.43 -3.44  C314 1.574, C316 1.480, H330 1.076, H331 1.077
316 C 1.23 4.48 -4.48  C315 1.480, C317 1.541, H332 1.072, H333 1.071
317 C 2.20 5.60 -4.02  N313 1.522, C316 1.541, H334 1.085, H335 1.092
318 C 0.81 5.99 -2.06  N313 1.468, H336 1.080, H337 1.095, H338 1.093
319 H 4.71 10.04 -2.44  C309 1.090
320 H 5.47 9.94 -0.77  C309 1.074
321 H 3.75 10.23 -1.03  C309 1.091
322 H 4.75 7.71 -0.48  C310 1.089
323 H 5.23 7.84 -2.18  C310 1.090
324 H 2.91 7.99 -2.88  C311 1.091
325 H 2.41 7.97 -1.15  C311 1.084
326 H 3.15 5.86 -0.75  C312 1.094
327 H 4.17 5.69 -2.14  C312 1.094
328 H 2.01 3.72 -1.28  C314 1.088
329 H 3.27 3.81 -2.52  C314 1.092
330 H 0.37 3.12 -3.01  C315 1.076
331 H 1.69 2.51 -3.85  C315 1.077
332 H 0.27 4.90 -4.66  C316 1.072
333 H 1.41 4.14 -5.48  C316 1.071
334 H 1.88 6.59 -4.33  C317 1.085
335 H 3.24 5.41 -4.29  C317 1.092
336 H 0.76 6.13 -0.99  C318 1.080
337 H -0.03 5.35 -2.34  C318 1.095
338 H 0.70 6.97 -2.53  C318 1.093
339 Cl 0.87 -2.07 -3.09  no bonds
340 Cl -0.11 -5.10 2.55  no bonds

* Kohn-Sham gap: 0.134 Eh
* multiplicity: 1
* total energy: -166390.7754 eV
* charge: +10

Atom charges from the Mulliken analysis, given in e for atoms 1 to 99: number 1, C, carries -0.696; number 2, O, carries -0.366; number 3, C, carries 1.219; number 4, C, carries -1.303; number 5, N, carries 0.062; number 6, H, carries 0.395; number 7, H, carries 0.408; number 8, C, carries -0.344; number 9, C, carries -0.726; number 10, O, carries -0.417; number 11, C, carries -0.690; number 12, H, carries 0.218; number 13, H, carries 0.187; number 14, H, carries 0.398; number 15, H, carries -0.288; number 16, H, carries -0.410; number 17, H, carries 0.346; number 18, H, carries 0.397; number 19, H, carries 0.322; number 20, H, carries 0.252; number 21, H, carries 0.413; number 22, H, carries 0.444; number 23, H, carries 0.280; number 24, H, carries 0.324; number 25, H, carries 0.272; number 26, C, carries -1.634; number 27, O, carries 0.691; number 28, C, carries -1.173; number 29, C, carries -0.303; number 30, N, carries 0.006; number 31, H, carries 0.450; number 32, H, carries -0.264; number 33, C, carries -0.602; number 34, C, carries -0.644; number 35, O, carries -0.089; number 36, C, carries -0.693; number 37, H, carries 0.704; number 38, H, carries 0.607; number 39, H, carries -0.279; number 40, H, carries 0.535; number 41, H, carries 0.396; number 42, H, carries 0.555; number 43, H, carries 0.046; number 44, H, carries 0.421; number 45, H, carries 0.427; number 46, H, carries 0.532; number 47, H, carries 0.250; number 48, H, carries 0.346; number 49, H, carries 0.077; number 50, H, carries 0.339; number 51, C, carries -0.735; number 52, O, carries -0.401; number 53, C, carries -0.548; number 54, C, carries -0.622; number 55, N, carries -0.139; number 56, H, carries 0.334; number 57, H, carries 0.568; number 58, C, carries -1.131; number 59, C, carries 0.314; number 60, O, carries -0.181; number 61, C, carries -0.275; number 62, H, carries 0.345; number 63, H, carries 0.304; number 64, H, carries 0.229; number 65, H, carries 0.331; number 66, H, carries 0.475; number 67, H, carries 0.354; number 68, H, carries 0.372; number 69, H, carries 0.529; number 70, H, carries 0.436; number 71, H, carries -0.482; number 72, H, carries 0.517; number 73, H, carries -0.111; number 74, H, carries 0.276; number 75, H, carries 0.327; number 76, C, carries -0.794; number 77, O, carries -0.484; number 78, C, carries 0.053; number 79, C, carries -0.134; number 80, N, carries -0.114; number 81, H, carries 0.462; number 82, H, carries 0.475; number 83, C, carries 0.528; number 84, C, carries -0.499; number 85, O, carries -0.434; number 86, C, carries -0.707; number 87, H, carries 0.370; number 88, H, carries 0.198; number 89, H, carries 0.338; number 90, H, carries -0.315; number 91, H, carries 0.703; number 92, H, carries -0.135; number 93, H, carries 0.309; number 94, H, carries 0.177; number 95, H, carries -0.690; number 96, H, carries 0.540; number 97, H, carries 0.273; number 98, H, carries 0.291; number 99, H, carries 0.278